Entry from the OMol25 dataset: a molecular structure, C28H32Cl2O2SiSn in a non-equilibrium geometry (ωB97M-V/def2-TZVPD).

Results
Frontier orbital gap (eV): 3.96
Highest occupied orbital energy (Eh): 0.024
ΔE to the lowest compared entry with this formula, charge and spin (kcal/mol): 40.0
Net charge: -2

Geometry as XYZ:
```
66
Properties=species:S:1:pos:R:3:forces:R:3:nbo_charge:R:1
C -1.008926 0.646148 -3.741835 1.361 -2.042 -0.643 -0.238
C -1.828729 -0.500202 -3.428760 1.528 0.601 -0.751 -0.097
C -0.986603 -1.595264 -3.128307 0.811 1.231 -0.522 -0.050
C -3.306936 -0.524017 -3.540897 -0.281 -0.144 0.002 -0.630
C 0.388968 -1.167599 -3.253985 -1.261 0.689 -0.279 -0.105
C 0.409443 0.224460 -3.557531 -2.139 -0.750 -1.642 -0.177
C 1.567259 1.103285 -3.875226 0.442 -0.036 -0.373 -0.643
C -1.483435 1.958899 -4.255978 -0.304 0.523 -0.291 -0.631
C -1.492571 -2.974801 -2.893015 -0.088 -0.405 0.117 -0.643
C 1.571184 -2.080492 -3.295452 0.063 -0.068 0.157 -0.630
Sn -0.599246 0.875465 -1.392181 0.123 -0.661 0.182 1.248
Cl -2.612788 0.516653 -0.020218 -2.300 0.008 1.516 -0.726
Cl 0.022596 3.145622 -1.277143 -0.326 1.914 -0.239 -0.639
O 0.957598 0.180594 0.003933 1.222 -1.682 2.046 -1.173
H -3.763069 0.431077 -3.275710 0.016 -0.015 0.173 0.216
H -3.743615 -1.310274 -2.923451 -0.060 0.099 0.166 0.209
H -3.610233 -0.738201 -4.567990 -0.080 -0.032 -0.251 0.182
H -2.252631 -3.001289 -2.104390 0.086 -0.002 0.044 0.211
H -0.700137 -3.681148 -2.616670 -0.065 0.159 0.023 0.196
H -1.974100 -3.379444 -3.794588 0.030 -0.034 0.001 0.181
H 1.464720 -2.949393 -2.638844 -0.044 0.022 0.020 0.194
H 2.496987 -1.577555 -3.015443 0.066 0.094 0.016 0.207
H 1.706558 -2.462132 -4.316422 0.091 -0.042 0.057 0.189
H 2.497390 0.779468 -3.397419 -0.102 -0.023 -0.003 0.217
H 1.420361 2.137800 -3.565719 -0.108 -0.002 0.171 0.243
H 1.725214 1.113714 -4.963230 0.185 0.032 0.032 0.182
H -2.291745 2.369292 -3.632898 0.154 0.088 -0.019 0.206
H -1.900816 1.896833 -5.278192 0.128 -0.161 0.179 0.185
H -0.682095 2.709172 -4.295468 -0.181 -0.210 0.188 0.228
H 1.696645 -0.418000 -0.449195 -1.977 1.603 1.928 0.531
O 2.736625 2.834900 -0.282586 1.035 0.841 -0.273 -1.363
H 2.879823 3.632962 -0.859793 -0.261 -1.228 0.862 0.405
C -0.610533 4.588002 3.053595 0.861 -0.499 -0.595 -0.220
C 0.509475 4.201335 2.296756 -0.674 0.053 0.819 -0.187
C 0.731536 2.848378 2.041990 0.248 -0.102 -0.178 -0.182
C -0.210745 1.874347 2.384827 -0.804 0.345 0.441 -0.501
C -1.348245 2.273581 3.145907 0.555 -0.040 -0.668 -0.195
C -1.503942 3.614632 3.478917 -0.885 -0.054 0.576 -0.250
Si 0.250740 0.171689 1.784232 0.478 -0.401 -2.280 1.983
C 1.830849 -0.302542 2.544505 0.398 -0.735 0.622 -0.508
C 2.996553 0.318674 2.075872 0.435 0.073 0.209 -0.222
C 4.206902 -0.013547 2.663609 0.346 -0.423 0.319 -0.205
C 4.293378 -1.043718 3.611706 -0.350 0.508 -0.131 -0.238
C 3.127380 -1.668546 4.054348 0.433 -0.267 0.350 -0.243
C 1.892527 -1.299090 3.541962 0.366 0.360 -0.170 -0.218
C -0.939062 -1.265906 2.125266 -0.190 0.248 0.092 -0.514
C -0.601238 -2.495152 1.525717 -0.269 0.351 0.223 -0.125
C -1.399691 -3.614718 1.747544 -0.249 0.251 0.186 -0.241
C -2.532973 -3.527182 2.560950 0.318 0.231 -0.165 -0.229
C -2.861624 -2.322152 3.168318 0.026 0.311 0.166 -0.226
C -2.076260 -1.189557 2.971887 0.527 -0.281 -0.431 -0.167
H -0.762633 5.629178 3.316376 -0.064 -0.014 -0.087 0.190
H 1.195696 4.956894 1.941364 0.182 -0.155 -0.096 0.219
H 1.650363 2.535024 1.530630 -0.314 0.638 -0.389 0.299
H -2.128379 1.572535 3.452490 0.365 0.289 -0.241 0.196
H -2.388626 3.916685 4.072792 0.556 -0.211 -0.357 0.187
H 3.020818 1.059823 1.254606 -0.326 -0.210 0.376 0.307
H 5.093804 0.546821 2.382270 0.013 -0.211 -0.113 0.206
H 5.260405 -1.323293 4.016012 -0.047 0.000 0.055 0.191
H 3.182029 -2.436735 4.835952 0.025 0.198 -0.351 0.189
H 1.007043 -1.820963 3.927504 0.208 0.424 -0.353 0.212
H 0.281690 -2.544680 0.866064 -0.552 -0.040 0.354 0.215
H -1.168328 -4.554629 1.274461 0.111 -0.179 -0.127 0.198
H -3.169625 -4.386104 2.715163 -0.006 -0.161 -0.035 0.194
H -3.748153 -2.234012 3.799410 0.182 -0.150 -0.159 0.195
H -2.384855 -0.261616 3.471601 0.332 -0.513 -0.456 0.208
```
Positions in Å, forces in eV/Å.